# 1
# C43H96F8N11O21S8

11 unconnected molecules or ions with the total composition C43H96F8N11O21S8 at a distorted geometry (ωB97M-V/def2-TZVPD, the Open Molecules 2025 dataset).

ORCA input file:
```
! RIJCOSX wB97M-V def2-TZVPD def2/J DEFGRID3
* xyz 3 1
C -10.03212 -21.23220 18.95756
O -15.21117 -21.31972 21.58131
H -20.08988 -22.00916 17.57550
H -13.68899 -21.58626 24.04964
H -14.05415 -14.64595 25.29467
C -17.91452 -13.52489 14.59544
H -9.87806 -17.41284 16.51172
H -22.00510 -23.15940 18.93793
H -17.00074 -19.21886 22.63100
C -16.40358 -18.55964 23.26104
H -18.39180 -11.68685 13.55510
H -16.19676 -23.23199 19.68922
H -12.54191 -23.91162 15.44548
O -23.61715 -20.97549 15.21409
H -11.31988 -16.48978 16.03233
N -15.66362 -23.26808 26.26213
H -13.78985 -14.13573 22.86356
H -9.45210 -19.87907 17.32186
H -22.47521 -20.74460 19.17914
N -16.13577 -24.20678 19.94645
C -22.01466 -22.78389 13.73583
C -11.50688 -19.59794 17.59748
O -14.04012 -26.90757 15.86674
H -17.05950 -22.06376 27.43555
H -15.60173 -14.83489 25.93980
H -16.33501 -17.70264 20.54290
O -21.31179 -16.98200 21.65173
N -15.19437 -23.04887 16.73463
H -25.00119 -21.57589 17.58703
H -18.80989 -13.88510 14.08882
H -23.02024 -19.90162 17.81709
H -18.98445 -14.69080 22.67511
S -15.00630 -21.00011 20.17929
O -17.81533 -17.13506 18.41377
H -14.91195 -12.92551 22.66869
H -22.75858 -22.16514 13.23401
C -13.86522 -16.64176 17.44581
S -13.27049 -26.00282 18.68089
H -12.34754 -19.97954 18.17694
N -16.08734 -21.63463 19.07092
N -21.96563 -19.47475 21.42977
H -14.94903 -23.93985 26.50337
N -15.37320 -16.30547 23.57276
H -17.18162 -13.28787 23.53521
C -18.66250 -23.96190 20.61168
N -22.77600 -21.89968 15.80692
H -18.33802 -15.88197 13.85126
H -21.03788 -24.18857 15.58133
C -11.90787 -17.29173 18.74012
H -13.88609 -18.83300 17.51736
H -15.27249 -13.28849 25.19731
H -24.61292 -23.21442 17.10504
C -17.14119 -14.36472 23.69911
O -21.65853 -16.19984 17.72198
F -13.08774 -24.59717 19.39630
C -13.95031 -22.31486 16.11851
H -14.93362 -23.90090 17.21020
H -14.96630 -14.27233 21.62712
H -16.42193 -24.20860 22.00686
N -14.48193 -25.34115 17.97991
H -15.55176 -25.66512 21.46965
H -15.73199 -16.08459 20.87040
H -14.12950 -23.30216 24.00646
H -10.83930 -21.35011 19.68051
O -12.03474 -25.99419 17.91444
H -22.43655 -23.78765 13.78647
H -17.60261 -18.46759 14.90029
N -19.32863 -15.41379 16.92497
H -9.06319 -21.37339 19.43644
C -16.38048 -17.15981 22.69809
C -17.97076 -15.07144 22.55004
C -10.94020 -17.48184 16.27679
H -15.45939 -19.10366 23.28626
C -12.57144 -23.03505 16.09268
H -10.90804 -17.01429 19.07398
C -15.10066 -22.04446 25.53589
C -15.76144 -14.10751 15.41569
H -17.10430 -11.57451 14.70292
C -15.08829 -14.35880 25.10445
H -15.53762 -24.60765 19.23819
C -13.89353 -22.46421 24.66239
O -14.04012 -16.73560 23.71381
H -19.17016 -24.67059 21.26600
O -19.82347 -20.93494 20.97847
S -16.72948 -20.26662 18.87138
H -21.22933 -20.14726 14.37487
H -18.22847 -13.52575 15.63925
H -15.35771 -14.21758 12.62506
C -20.45759 -23.00657 17.33455
H -17.64526 -14.69537 24.60723
H -15.39937 -13.09923 15.21475
C -20.73162 -20.92584 14.95297
H -21.25489 -23.03318 12.99509
H -24.44050 -22.78503 18.75310
C -22.82896 -22.01233 17.34650
H -15.64888 -11.95273 12.96866
H -16.80858 -18.65068 24.26890
C -14.85746 -14.01408 22.68048
H -13.75442 -15.95011 16.61069
H -17.11093 -17.29150 12.74674
C -17.80657 -16.59219 22.67475
C -17.50843 -12.21281 13.91721
H -19.79225 -21.02860 14.40971
O -19.57672 -19.04221 22.59517
C -16.30409 -22.83253 27.59811
O -17.79307 -25.84192 19.25249
F -22.93500 -17.78487 20.11549
H -18.33446 -17.08021 21.85544
F -17.98664 -21.05080 18.17662
C -17.57486 -24.77470 19.79044
H -18.37625 -16.90277 23.55059
H -16.85083 -12.26676 11.78814
O -13.51077 -26.80856 19.84959
S -20.43739 -16.40809 16.89782
O -16.18048 -19.50189 17.71414
H -17.37778 -16.17086 15.43223
F -21.02546 -20.84917 23.08547
O -14.34235 -19.71501 19.84465
S -14.74817 -26.82664 17.10843
O -14.12226 -21.21347 15.55038
H -13.46833 -18.10685 15.90464
C -16.22760 -23.39793 15.64526
H -16.28186 -23.71167 25.59797
O -15.44378 -20.82564 25.73609
C -20.63371 -23.21432 15.85624
H -19.78576 -23.63881 17.91509
C -16.64019 -18.25773 14.43360
H -14.75675 -17.52882 21.28030
H -14.92545 -14.77111 15.19468
C -22.37599 -20.73621 18.09370
O -20.13355 -17.79355 16.40008
C -12.97430 -16.22892 18.57633
H -12.18136 -23.24918 17.08771
H -22.43399 -24.08275 17.52159
C -16.55932 -12.52931 12.80509
C -13.34191 -18.05228 16.98590
C -24.29655 -22.39203 17.74666
F -16.22611 -26.41104 16.59642
C -15.76077 -17.10549 21.25124
C -17.37959 -15.93806 14.36738
C -21.93078 -23.17355 17.85056
H -16.71046 -23.64351 28.20249
C -16.55377 -16.99867 13.63664
O -17.40396 -19.68775 20.01944
H -11.48692 -20.08542 16.62277
S -18.65242 -15.93558 18.38771
H -15.93049 -18.19083 15.25819
S -20.42295 -19.94728 21.88071
H -16.29209 -14.18536 16.36461
O -19.38419 -15.61674 19.61125
H -19.61390 -23.20274 15.47160
H -14.70431 -24.09089 21.59312
N -11.82813 -18.12173 17.42294
H -17.01578 -14.54586 12.13901
C -16.40064 -13.99479 12.85036
H -18.13952 -23.21846 21.21324
S -21.48435 -18.17004 20.81137
H -16.41670 -19.02491 13.69226
H -20.47484 -20.45100 15.89990
H -15.92168 -24.23732 15.02081
C -21.53549 -22.19215 15.05065
H -16.44805 -22.47398 15.11064
H -9.78150 -19.07314 18.85383
H -10.16362 -22.01936 18.21514
H -12.95345 -22.69811 25.16205
C -10.11546 -19.86781 18.18669
H -15.61044 -22.51970 17.48759
C -15.61431 -14.80584 23.67771
O -15.07565 -28.03630 17.78768
H -13.55003 -16.16406 19.49960
N -16.79506 -14.48092 14.29026
H -17.61613 -14.77958 21.56152
C -15.64293 -24.58617 21.34452
H -17.11070 -23.64290 16.23538
H -19.44467 -23.48682 20.01955
F -21.09297 -15.83537 15.48658
H -12.25054 -17.96042 19.52977
F -17.44231 -14.87853 18.48915
H -15.55280 -16.62154 13.42702
H -11.21624 -18.13706 15.45060
F -13.78604 -21.96626 19.83658
H -14.91612 -16.66226 17.73443
O -20.69142 -18.35509 19.59013
H -11.99792 -22.15696 15.79580
H -15.46815 -22.46332 28.19225
H -21.40278 -20.31592 17.84010
H -12.47604 -15.27013 18.43295
*
```

Computed properties:
orbital gap = 4.29 eV
electronic energy = -213913.943 eV

***

# 2
# C19H38O4

C19H38O4 in the gas phase (ωB97M-V/def2-TZVPD, the Open Molecules 2025 dataset).

ORCA input file:
```
! RIJCOSX wB97M-V def2-TZVPD def2/J DEFGRID3
* xyz 0 1
H 3.41103 0.76940 2.41865
H -1.32963 -5.97423 -1.26977
H -4.54857 -3.77627 -3.39125
C -0.64991 5.90099 3.40147
C -0.33262 -4.08002 -0.98591
H -0.61074 -5.29638 -2.75756
H -2.88269 -1.27776 -4.03253
C -3.68275 -3.28205 -3.84651
H 2.50619 0.57305 -0.66938
C 2.08744 3.21349 2.67484
H -1.89729 4.73456 2.06740
H -0.96195 -3.70663 -0.17464
C -1.14985 -5.06238 -1.84029
H 2.82774 3.18917 0.65528
H 1.18534 4.86300 1.63014
H 4.50905 2.12485 2.19533
O -4.81676 -2.03668 -1.38784
C -1.97643 5.25569 3.01772
H 1.97385 -3.13954 0.33881
H -3.70978 -3.42604 -4.92818
H -2.75138 6.01322 2.92406
O -3.44966 -4.47510 -1.45092
H -0.33752 6.58646 2.61018
H -0.79592 6.49093 4.30969
H -5.61501 -1.37627 -3.48190
C 3.72015 1.54196 1.71260
O -2.48341 -3.89860 -3.39090
H 0.07440 3.54614 2.01015
C -3.71381 -1.46374 -2.03642
H 0.93104 -3.28770 -2.53431
H 1.32797 5.41058 4.07046
C 3.34829 -0.01689 -0.30721
H -4.62289 -2.97785 -1.23367
C -2.48796 -4.46288 -2.18313
O -4.89923 -1.23548 -4.11935
C 0.86559 -1.82666 -0.95491
C 0.20626 -2.91112 -1.80890
H 1.80742 2.49014 3.44476
H 4.65540 1.67942 -0.21408
H 5.18487 0.30588 0.75549
H 2.86176 -2.61350 -1.09199
H -2.76498 -1.78680 -1.59202
H 2.92190 3.80144 3.06518
H -0.61328 -2.46110 -2.37396
C 0.90445 4.13854 2.39862
C 4.31023 0.89159 0.46046
C 2.84351 -1.19401 0.52631
C 2.53977 2.46612 1.42240
H 3.69250 -1.63732 1.05289
H -2.28570 4.54171 3.77818
H 1.70092 1.88557 1.03452
C 2.17268 -2.28458 -0.31025
H 3.87652 -0.40648 -1.18151
H 2.13551 -0.83925 1.27708
C 0.46381 4.88474 3.65612
H 1.06649 -0.96533 -1.59387
C -3.73378 -1.76757 -3.54704
H 0.17025 -1.50688 -0.17495
H 0.12811 4.16349 4.40515
H 0.49767 -4.62794 -0.53951
H -3.80460 -0.38105 -1.90927
*
```

Computed properties:
orbital gap = 10.80 eV
electronic energy = -28510.571 eV
relative energy (zero: lowest compared OMol25 entry of this formula, charge and spin) = 4.5 kJ/mol

***

# 3
# C7H5N3O2S

C7H5N3O2S in the gas phase at a distorted geometry (ωB97M-V/def2-TZVPD, the Open Molecules 2025 dataset).

ORCA input file:
```
! RIJCOSX wB97M-V def2-TZVPD def2/J DEFGRID3
* xyz 0 1
H -0.23229 -2.23656 -1.71075
S -2.64328 -0.67269 -0.63255
N -0.21179 -1.30997 -1.32968
C -1.92707 -0.08870 1.69856
O 2.86721 0.02345 0.18872
N 3.08291 1.42298 0.40731
N -0.73383 -0.50407 1.04041
C 1.04120 1.15204 -0.67214
O 1.93967 -2.17308 -1.50878
H -3.91746 0.41995 1.36727
C 2.08393 2.09394 -0.06767
H -2.01639 0.00059 2.76999
C -3.04183 -0.06265 0.92999
C 1.24574 -1.35274 -0.98357
H 1.90096 3.08171 0.12708
H 0.01093 1.20484 -1.05160
C 1.61607 -0.05273 -0.42644
C -1.06467 -0.94628 -0.14615
*
```

Computed properties:
orbital gap = 9.43 eV
electronic energy = -26737.189 eV
relative energy (zero: lowest compared OMol25 entry of this formula, charge and spin) = 172.3 kJ/mol

***

# 4
# H2N3P3

H2N3P3 in the gas phase at a distorted geometry (ωB97M-V/def2-TZVPD, the Open Molecules 2025 dataset).

ORCA input file:
```
! RIJCOSX wB97M-V def2-TZVPD def2/J DEFGRID3
* xyz 0 1
P 0.79745 -1.53962 -0.06976
H 0.46552 1.40821 1.56117
N -0.37103 0.91426 1.03618
P -0.77889 1.02260 -0.63924
N 0.90122 -0.37447 -1.05020
N -1.71694 -0.27951 -0.37455
H 1.68026 -0.44729 -1.59847
P -0.97759 -0.70418 1.13489
*
```

Computed properties:
orbital gap = 7.38 eV
electronic energy = -32367.613 eV
relative energy (zero: lowest compared OMol25 entry of this formula, charge and spin) = 153.8 kJ/mol